(1)
{"formula": "C41H36N6O7P2Ti", "method": "ωB97M-V/def2-TZVPD", "symbols": ["Ti", "O", "C", "O", "C", "C", "C", "C", "C", "O", "C", "C", "O", "O", "H", "H", "H", "H", "H", "H", "H", "H", "O", "N", "N", "O", "C", "C", "C", "C", "C", "C", "H", "H", "H", "H", "H", "C", "N", "P", "C", "C", "C", "C", "C", "C", "C", "C", "C", "C", "C", "C", "P", "C", "C", "C", "C", "C", "C", "C", "C", "C", "C", "C", "C", "H", "H", "H", "H", "H", "H", "H", "H", "H", "H", "H", "H", "H", "H", "H", "H", "H", "H", "H", "H", "H", "H", "H", "N", "C", "N", "C", "N"], "xyz": [[0.8418, 1.8329, -0.5928], [0.7080, 5.0193, -3.1142], [0.3391, 4.0816, -2.4340], [1.0771, 3.2592, -1.8067], [-1.1959, 3.8644, -2.2398], [-1.5139, 3.9482, -0.7328], [-3.0162, 4.1906, -0.5211], [-3.5901, 2.8323, -0.9614], [-2.2982, 2.0303, -1.2148], [-1.3648, 2.5981, -0.2965], [-1.6752, 2.4264, -2.5594], [-0.4769, 1.4844, -2.8862], [-0.1153, 1.3550, -4.0362], [0.0078, 0.8569, -1.8746], [-1.7151, 4.6223, -2.8310], [-0.8543, 4.6073, -0.1651], [-3.2176, 4.3829, 0.5327], [-3.3932, 5.0260, -1.1042], [-4.1829, 2.3635, -0.1758], [-4.2027, 2.8990, -1.8600], [-2.3937, 0.9551, -1.0429], [-2.3697, 2.4001, -3.4019], [0.5472, 0.8290, 0.8530], [0.8293, 1.3437, 2.0564], [1.1366, 2.6169, 1.9267], [1.1091, 3.1470, 0.6943], [1.4533, 3.4018, 2.9988], [1.7585, 4.7574, 2.7956], [2.1031, 5.5527, 3.8639], [2.1583, 5.0314, 5.1508], [1.8506, 3.6904, 5.3551], [1.4949, 2.8752, 4.3027], [1.7332, 5.1532, 1.7917], [2.3364, 6.5932, 3.6914], [2.4421, 5.6641, 5.9798], [1.8938, 3.2782, 6.3546], [1.2582, 1.8338, 4.4509], [0.3671, -1.9744, 2.0644], [0.1514, -2.0399, 0.6192], [-1.1209, -1.0212, -0.0261], [-2.0682, -2.3640, -0.8712], [-2.1192, -3.6865, -0.4445], [-2.8553, -4.6230, -1.1470], [-3.5549, -4.2499, -2.2828], [-3.4912, -2.9426, -2.7302], [-2.7454, -2.0109, -2.0299], [-2.2726, -0.7985, 1.4154], [-3.2201, -1.7276, 1.8329], [-4.1053, -1.4249, 2.8546], [-4.0760, -0.1847, 3.4682], [-3.1481, 0.7558, 3.0537], [-2.2660, 0.4514, 2.0345], [1.5710, -1.4858, -0.2678], [1.1428, -2.1664, -1.9264], [0.5219, -3.3959, -2.1117], [0.2254, -3.8426, -3.3855], [0.5869, -3.0877, -4.4896], [1.2422, -1.8795, -4.3147], [1.5173, -1.4211, -3.0388], [2.7406, -2.8615, 0.1226], [2.3944, -4.1252, 0.5844], [3.3743, -5.0712, 0.8236], [4.7073, -4.7748, 0.5937], [5.0609, -3.5235, 0.1152], [4.0823, -2.5741, -0.1080], [-0.4499, -2.4978, 2.5632], [0.4278, -0.9525, 2.4519], [1.3056, -2.4816, 2.2953], [-1.5600, -3.9798, 0.4327], [-2.8873, -5.6510, -0.8123], [-4.1449, -4.9791, -2.8214], [-4.0174, -2.6522, -3.6283], [-2.6607, -0.9973, -2.3986], [-3.2777, -2.6952, 1.3571], [-4.8303, -2.1654, 3.1661], [-4.7805, 0.0512, 4.2539], [-3.1208, 1.7329, 3.5161], [-1.5597, 1.2028, 1.7191], [0.2659, -4.0019, -1.2574], [-0.2973, -4.7807, -3.5195], [0.3612, -3.4453, -5.4851], [1.5171, -1.2824, -5.1721], [2.0103, -0.4664, -2.8971], [1.3575, -4.3688, 0.7642], [3.0994, -6.0496, 1.1930], [5.4695, -5.5144, 0.7953], [6.0972, -3.2862, -0.0765], [4.3480, -1.5869, -0.4626], [2.7181, 1.3607, -0.7220], [3.8857, 1.4444, -0.5956], [5.0933, 1.5759, -0.3636], [6.2135, 1.0555, -0.7076], [7.2711, 0.6573, -0.9436]], "orbital_gap_ev": [6.34, 7.57], "total_charge": -1, "multiplicity": 2, "e_above_lowest_kj_mol": 0.0}

=====

(2)
{"formula": "C10H28NO3S3", "method": "ωB97M-V/def2-TZVPD", "symbols": ["C", "O", "C", "C", "C", "S", "C", "C", "N", "H", "H", "H", "H", "H", "H", "H", "H", "H", "H", "H", "H", "H", "H", "H", "H", "C", "S", "O", "C", "H", "H", "H", "H", "H", "H", "C", "S", "O", "C", "H", "H", "H", "H", "H", "H"], "xyz": [[1.8171, -0.9402, 0.5330], [1.7929, -1.9679, -0.5301], [0.8020, -2.9713, -0.0901], [-0.2429, -3.1970, -1.3347], [-1.7910, -2.8259, -0.8346], [-2.5003, -1.2963, -1.6508], [-3.6586, -0.3401, -0.5312], [-5.0158, -1.1476, -0.0826], [-4.7895, -2.5662, 0.3911], [0.8209, -0.3011, 0.4979], [1.9731, -1.3937, 1.6206], [2.7122, -0.1894, 0.3028], [1.3899, -3.9684, 0.1827], [0.2733, -2.5704, 0.9003], [-0.2194, -4.3652, -1.5770], [0.0608, -2.6587, -2.3284], [-1.8547, -2.7677, 0.3346], [-2.4460, -3.7719, -1.1512], [-1.3710, -0.4317, -1.8153], [-3.0542, 0.1283, 0.3761], [-4.0318, 0.6012, -1.1639], [-5.4685, -0.5412, 0.8406], [-5.8534, -1.1110, -0.9165], [-4.9653, -3.2655, -0.3665], [-5.3122, -2.7878, 1.2703], [-0.7194, 2.7751, 0.9082], [-0.3378, 1.5636, 2.1966], [-1.1752, 0.3474, 1.9339], [-1.1180, 2.4801, 3.5470], [-0.3538, 2.3928, -0.0477], [-1.7994, 2.9285, 0.8478], [-0.2182, 3.7190, 1.1351], [-2.1731, 2.6518, 3.3213], [-0.6038, 3.4338, 3.6859], [-1.0351, 1.8885, 4.4620], [5.4400, 1.0241, -1.9329], [5.3159, 2.0950, -0.4799], [4.1095, 1.6608, 0.2981], [4.8656, 3.5907, -1.3924], [5.6797, 0.0118, -1.5992], [4.4891, 1.0126, -2.4708], [6.2367, 1.3870, -2.5866], [3.9506, 3.4184, -1.9639], [5.6812, 3.8679, -2.0642], [4.6980, 4.3980, -0.6754]], "orbital_gap_ev": 8.03, "total_charge": 1, "multiplicity": 1}

=====

(3)
{"formula": "C4H8N3O2", "method": "ωB97M-V/def2-TZVPD", "symbols": ["N", "C", "O", "N", "C", "C", "C", "N", "O", "H", "H", "H", "H", "H", "H", "H", "H"], "xyz": [[-0.0397, -1.5277, -1.5857], [-1.1373, -1.2240, -0.8243], [-2.2446, -0.9603, -1.2028], [-0.8638, -1.3020, 0.5733], [-0.2734, -0.5028, 1.4701], [0.5725, 0.5573, 1.3079], [0.7431, 1.4050, 0.1700], [-0.2510, 1.5820, -0.7555], [1.8978, 2.0378, 0.0237], [0.8678, -1.6214, -1.1248], [-0.0669, -1.6354, -2.5124], [-1.2879, -2.0963, 1.0896], [-0.4058, -0.8947, 2.4369], [1.0664, 0.7777, 2.2968], [-1.1803, 1.2060, -0.8015], [0.0067, 2.4571, -1.2602], [2.5964, 1.7418, 0.6989]], "orbital_gap_ev": 9.21, "total_charge": 1, "multiplicity": 1, "e_above_lowest_kj_mol": 107.5, "smiles": "NC(=O)N/C=C\\C(=[NH2+])O"}